1.
Below is a structure of composition C37H56Br2O9 in a non-equilibrium geometry, with properties calculated with ωB97M-V/def2-TZVPD.

```
104
Properties=species:S:1:pos:R:3:forces:R:3
C 5.387 3.896 0.461 -0.3 -0.5 -0.1
C 3.948 4.128 0.006 -0.1 1.4 1.0
O 3.314 5.020 0.505 0.3 -1.0 -0.8
O 3.355 3.364 -1.019 0.1 -0.3 0.7
C 2.748 2.195 -0.590 -0.9 -1.3 0.1
O 1.601 1.934 -0.849 1.1 0.8 -0.2
C 3.608 1.189 0.203 0.6 0.3 -0.7
C 3.086 -0.223 0.086 -0.1 0.4 0.4
C 3.681 -1.150 -0.754 0.7 0.9 -0.3
C 3.203 -2.428 -0.884 -0.2 -0.7 -0.3
C 2.075 -2.828 -0.164 0.6 -0.5 -0.4
C 1.481 -1.917 0.664 -1.0 0.1 0.8
C 1.978 -0.627 0.790 -0.6 0.6 0.7
C 1.226 0.317 1.708 -0.2 -0.1 0.0
O 1.771 1.075 2.483 -0.2 -0.1 -0.5
C -0.276 0.192 1.604 1.4 0.1 0.0
C -1.105 1.291 1.598 0.1 0.1 0.1
C -2.454 1.052 1.460 -0.6 1.2 0.0
C -3.436 2.220 1.405 0.2 -1.2 -0.3
Br -4.448 2.089 3.086 0.2 0.4 0.0
C -4.266 2.128 0.061 -0.3 0.9 0.8
C -3.953 3.302 -0.880 0.0 -0.7 -0.6
Br -6.214 2.048 0.425 0.3 0.0 -0.6
C -2.945 -0.236 1.370 -0.9 -0.5 -0.3
C -2.122 -1.333 1.378 0.2 -0.1 0.2
C -0.767 -1.089 1.489 0.6 -1.3 0.0
C 0.231 -2.229 1.463 0.1 0.1 0.0
O 0.057 -3.278 2.044 -0.1 0.3 -0.5
H 5.676 2.844 0.489 0.0 0.2 -0.2
H 5.441 4.274 1.484 0.0 0.1 -0.2
H 6.092 4.442 -0.174 -0.2 -0.1 0.0
H 4.629 1.176 -0.198 -0.2 0.3 0.1
H 3.647 1.544 1.238 0.0 -0.2 -0.1
H 4.543 -0.800 -1.321 -0.1 -0.3 0.0
H 3.703 -3.107 -1.573 -0.2 -0.1 0.2
H 1.681 -3.836 -0.254 0.0 0.1 0.0
H -0.686 2.291 1.668 -0.1 -0.1 0.0
H -2.869 3.149 1.473 -0.4 0.0 -0.1
H -4.067 1.199 -0.470 0.1 0.0 0.4
H -4.695 4.101 -0.853 0.3 0.1 0.4
H -3.964 2.903 -1.903 -0.1 0.2 0.1
H -2.932 3.658 -0.707 -0.3 0.2 0.1
H -4.020 -0.385 1.274 0.1 0.1 0.1
H -2.483 -2.353 1.303 -0.1 0.2 0.0
C -4.094 -0.919 6.881 0.1 0.0 0.1
C -3.940 -1.334 5.427 0.0 -0.1 0.1
O -2.890 -0.671 4.752 0.0 0.2 -0.3
C -1.586 -0.852 5.274 0.1 -0.1 0.1
C -1.127 -2.301 5.288 -0.1 -0.1 0.0
H -4.247 0.159 6.955 0.0 0.0 0.0
H -4.948 -1.427 7.331 0.0 0.0 0.0
H -3.210 -1.166 7.472 0.0 -0.1 0.0
H -4.853 -1.080 4.886 0.1 0.1 -0.1
H -3.821 -2.421 5.343 0.0 0.0 0.1
H -1.512 -0.409 6.274 0.0 0.0 0.0
H -0.921 -0.275 4.629 -0.1 0.1 -0.1
H -1.750 -2.921 5.935 0.0 0.0 0.1
H -0.101 -2.368 5.652 0.0 0.0 0.0
H -1.169 -2.725 4.283 0.1 0.0 0.0
C -3.250 8.715 -0.068 0.1 0.0 0.1
C -4.212 7.541 -0.127 0.0 0.2 0.0
O -3.837 6.452 0.697 0.1 -0.3 -0.1
C -3.738 6.716 2.087 0.0 0.1 0.1
C -5.036 7.195 2.712 -0.1 0.0 -0.1
H -2.242 8.395 -0.338 0.0 0.0 0.0
H -3.566 9.498 -0.759 0.0 0.0 0.0
H -3.199 9.151 0.930 -0.1 0.0 0.0
H -4.238 7.152 -1.146 0.0 -0.1 0.1
H -5.233 7.862 0.109 0.0 0.1 0.0
H -2.926 7.425 2.281 0.0 0.0 0.0
H -3.446 5.773 2.552 0.0 -0.1 -0.1
H -5.366 8.147 2.293 0.0 0.0 0.1
H -4.909 7.331 3.787 0.0 0.0 0.0
H -5.832 6.467 2.545 0.0 0.0 0.0
C 0.072 -1.953 -3.289 -0.3 -0.1 0.1
C 1.243 -1.970 -4.236 0.2 0.2 -0.2
O 1.372 -3.175 -4.975 0.3 -0.2 0.1
C 0.289 -3.509 -5.824 -0.1 0.1 0.0
C 0.006 -2.468 -6.894 0.0 0.1 0.0
H 0.152 -2.799 -2.603 0.0 0.1 0.1
H 0.064 -1.026 -2.714 0.0 0.0 0.0
H -0.888 -2.034 -3.802 0.0 0.1 0.0
H 2.158 -1.873 -3.649 0.1 -0.1 -0.1
H 1.223 -1.114 -4.920 -0.1 0.0 0.0
H -0.610 -3.711 -5.231 0.0 0.1 0.0
H 0.562 -4.449 -6.304 0.1 0.0 0.1
H -0.290 -1.510 -6.466 -0.1 0.0 0.0
H -0.803 -2.806 -7.544 0.0 0.0 0.0
H 0.894 -2.297 -7.504 0.0 0.0 0.0
C 6.485 -6.973 -2.186 0.0 0.1 -0.1
C 5.012 -6.691 -1.947 0.1 -0.1 0.0
O 4.534 -5.538 -2.616 -0.1 0.3 0.2
C 4.633 -5.539 -4.031 0.0 -0.1 -0.1
C 3.868 -6.669 -4.696 0.0 -0.1 0.1
H 7.091 -6.114 -1.891 0.0 0.0 0.0
H 6.803 -7.841 -1.608 0.0 0.0 0.0
H 6.697 -7.177 -3.237 0.0 -0.1 0.0
H 4.853 -6.510 -0.883 -0.1 0.1 0.0
H 4.401 -7.563 -2.208 0.0 0.0 0.0
H 5.685 -5.547 -4.337 0.0 -0.1 0.0
H 4.219 -4.587 -4.363 0.0 0.0 0.1
H 4.254 -7.649 -4.411 0.1 0.0 -0.1
H 3.942 -6.586 -5.782 0.0 0.0 0.0
H 2.815 -6.634 -4.414 0.0 0.0 0.0
```
Positions in Å, forces in eV/Å.

The frontier orbital gap comes out at 8.70 eV. Its charge is 0. For the highest occupied orbital energy, the calculation gives -9.11 eV.

2.
Below is a structure of composition H2NO2S in a non-equilibrium geometry, with properties calculated with ωB97M-V/def2-TZVPD.

```
6
Properties=species:S:1:pos:R:3:forces:R:3
N -1.403 -1.088 -0.759 0.3 0.4 2.3
O 0.850 0.957 -0.734 0.2 1.5 -1.2
O 1.216 -0.698 0.958 -0.5 -0.1 0.2
S 0.249 0.210 0.336 -0.6 -1.4 2.0
H -0.940 -0.673 -1.535 0.6 0.7 -1.4
H 0.028 1.291 1.732 0.0 -1.1 -1.9
```
Positions in Å, forces in eV/Å.

The frontier orbital gap (spin up / spin down) comes out at 7.21 / 7.15 eV. The calculation puts the energy above the lowest of the compared OMol25 structures with the same formula, charge and spin at 4.683 eV. Its charge is -1. For the highest occupied orbital energy (spin up / spin down), the calculation gives -3.54 / -3.73 eV.

Number 1 is which compound?
C37H56Br2O9

The lowest charge belongs to which entry?
H2NO2S

Which of these has the lowest charge?
H2NO2S